The following is a quantum chemistry calculation of a structure of composition C30H55N2O2P2V, from OMol25.

Largest force on an atom (eV/Å): 7.7
LUMO (spin up / spin down) (Eh): -0.1213 / -0.1237
HOMO (spin up / spin down) (eV): -9.09 / -9.15
Kohn-Sham gap (spin up / spin down) (eV): 5.79 / 5.78
Spin multiplicity: 4
ΔE to the lowest compared entry with this formula, charge and spin (kcal/mol): 38.7
Electronic energy (a.u.): -3062.544327
Charge: +1

Last column: Löwdin spin population.
Cartesian coordinates (Å):
1 C 2.34664 -1.20436 -0.95049  0.008
2 C 1.80619 0.89775 -1.90238  0.015
3 C 3.25568 -1.44337 -1.97346  0.004
4 C 2.50876 0.54383 -3.07764  0.002
5 C 3.27945 -0.60351 -3.09119  0.009
6 H 3.89642 -2.31342 -1.89328  0.000
7 H 2.46117 1.23965 -3.91548  0.000
8 H 3.87510 -0.88368 -3.96037  0.000
9 N 1.54919 -0.10816 -0.96002  0.012
10 P 0.51137 -2.28396 0.97939  0.018
11 P 0.59068 2.60388 -0.03900  0.037
12 C 2.18226 -2.21171 0.18806  0.006
13 H 2.41833 -3.20663 -0.22760  0.000
14 H 2.92073 -2.00961 0.98828  0.000
15 C 1.40400 2.22462 -1.59278  0.045
16 H 1.56036 2.99877 -2.35645  0.003
17 C -1.21431 3.38905 0.12583  0.018
18 C 1.94681 3.85351 0.49151  -0.003
19 C -0.41733 -3.60528 -0.05077  0.010
20 C 0.92825 -3.11208 2.67576  -0.003
21 C -2.17639 2.39882 0.80061  0.017
22 H -1.87874 2.15518 1.82942  0.002
23 H -3.16688 2.87921 0.84901  0.001
24 H -2.28960 1.45568 0.24718  0.007
25 C -1.24974 4.65916 0.98395  0.002
26 H -0.98147 4.45501 2.02724  0.000
27 H -0.62414 5.46953 0.59740  0.000
28 H -2.28429 5.03718 1.00214  0.001
29 C -1.71398 3.68554 -1.28418  0.002
30 H -2.66314 4.23960 -1.21619  0.000
31 H -1.00236 4.26898 -1.88447  0.000
32 H -1.93485 2.75871 -1.82083  0.001
33 C 1.79745 4.27654 1.95377  0.001
34 H 1.83693 3.39928 2.60898  0.000
35 H 2.64758 4.93602 2.18938  0.000
36 H 0.87818 4.83552 2.14551  0.000
37 C 3.32855 3.17023 0.36989  0.001
38 H 3.35279 2.24162 0.95871  0.000
39 H 3.59297 2.95175 -0.67416  0.000
40 H 4.09554 3.85868 0.76336  0.000
41 C 1.90475 5.08326 -0.43471  -0.001
42 H 1.76722 4.81498 -1.48804  0.000
43 H 1.13115 5.81307 -0.16344  0.000
44 H 2.87100 5.60275 -0.35972  0.000
45 C -0.39324 -3.48662 3.36262  0.000
46 H -0.18248 -3.79303 4.39959  0.000
47 H -1.07217 -2.62276 3.40064  0.000
48 H -0.90619 -4.32942 2.88516  0.000
49 C 1.65744 -2.09597 3.56513  -0.001
50 H 2.60512 -1.76336 3.12483  0.000
51 H 1.04075 -1.21903 3.78673  0.000
52 H 1.90122 -2.58820 4.52197  0.000
53 C 1.85486 -4.33733 2.58208  -0.001
54 H 2.78076 -4.11065 2.03929  0.000
55 H 2.12996 -4.63221 3.60724  0.000
56 H 1.39022 -5.21300 2.12515  0.000
57 C -0.20392 -3.28560 -1.53743  0.002
58 H 0.83897 -3.43936 -1.85074  0.000
59 H -0.84148 -3.95113 -2.14079  0.000
60 H -0.49365 -2.25728 -1.77609  0.001
61 C -1.90729 -3.48303 0.30625  0.001
62 H -2.28463 -2.48557 0.07431  0.001
63 H -2.47965 -4.19864 -0.30421  0.000
64 H -2.10739 -3.67954 1.36625  0.000
65 C 0.01771 -5.06313 0.15984  0.002
66 H 1.09740 -5.20276 0.00452  0.000
67 H -0.28415 -5.46044 1.13814  0.000
68 H -0.50437 -5.67588 -0.59564  0.001
69 V -0.04543 0.09109 0.28826  2.455
70 C 1.05369 0.55708 1.67248  0.124
71 O 1.85284 0.79906 2.51991  0.115
72 N -1.87165 -0.56004 -0.71191  0.017
73 C -2.58847 -0.78619 -1.64854  0.040
74 C -2.80928 -0.39501 -3.15218  0.003
75 C -1.89890 0.76796 -3.52368  0.002
76 C -2.50654 -1.59789 -4.03697  0.001
77 C -4.26941 0.02469 -3.36939  0.000
78 H -2.25597 1.69457 -3.05802  0.000
79 H -0.84864 0.63113 -3.20862  0.001
80 H -1.90978 0.93769 -4.60896  0.000
81 H -3.05370 -2.48780 -3.70021  0.000
82 H -2.83051 -1.37645 -5.07091  0.000
83 H -1.43447 -1.82920 -4.07882  0.000
84 H -4.41401 0.17184 -4.45868  0.000
85 H -4.95488 -0.75601 -3.01406  0.000
86 H -4.50725 0.97182 -2.86464  0.000
87 C -1.38694 0.59287 3.97090  0.001
88 O -1.55633 -0.20815 2.79653  0.016
89 H -2.31444 0.66945 4.55535  0.000
90 H -1.06505 1.60150 3.67823  0.000
91 H -0.60201 0.13880 4.58541  0.000
92 H -2.48492 -0.49048 2.73494  0.001